1.
Below is 8 unconnected molecules or ions with the total composition C34H81N9O10 at a distorted geometry, with properties calculated with wB97M-V/def2-TZVPD.

## Properties
Lowest unoccupied orbital energy   0.4 eV
E_HOMO   -0.3037 Eh
Total charge   0
SMILES   CC1(C)CCCC(C)(C)N1O.CC1(C)CCCC(C)(C)N1O.CC1(C)CCCC(C)(C)N1O.NC(N)=O.NC(N)=O.NC(N)=O.OCCO.OCCO
Orbital gap   8.689 eV
E_tot   -70455.403 eV

Geometry (Å):
C  -5.615  5.585  25.268
C  -6.207  6.840  24.595
C  -7.039  6.441  23.410
C  -7.018  7.613  25.629
C  -7.653  8.867  25.052
C  -6.520  9.739  24.695
C  -5.514  9.146  23.695
C  -6.144  9.214  22.257
C  -4.227  9.911  23.634
N  -5.163  7.781  24.209
O  -4.373  7.192  23.185
H  -6.461  5.022  25.592
H  -4.899  5.122  24.570
H  -4.933  5.783  26.145
H  -6.456  6.042  22.643
H  -7.706  5.575  23.732
H  -7.593  7.275  23.015
H  -7.830  6.969  25.984
H  -6.440  7.876  26.526
H  -8.353  8.665  24.290
H  -8.253  9.398  25.812
H  -6.056  9.992  25.642
H  -6.872  10.634  24.198
H  -7.171  8.992  22.077
H  -5.542  8.586  21.627
H  -6.054  10.301  22.030
H  -3.594  9.491  24.470
H  -4.401  10.914  23.856
H  -3.675  9.723  22.651
H  -3.638  6.729  23.656
C  -6.500  -0.099  25.413
C  -5.229  -0.990  25.521
C  -4.193  -0.036  26.084
C  -5.379  -2.243  26.435
C  -6.110  -3.414  25.833
C  -5.447  -3.816  24.534
C  -5.380  -2.576  23.548
C  -4.624  -2.977  22.333
C  -6.763  -2.237  23.059
N  -4.635  -1.515  24.265
O  -4.301  -0.449  23.420
H  -6.601  0.429  26.391
H  -6.287  0.780  24.723
H  -7.451  -0.528  25.218
H  -3.195  -0.441  26.231
H  -4.128  0.827  25.484
H  -4.570  0.344  27.035
H  -4.379  -2.491  26.761
H  -5.811  -1.922  27.417
H  -5.847  -4.315  26.442
H  -7.165  -3.401  25.874
H  -5.957  -4.581  23.965
H  -4.472  -4.194  24.791
H  -4.574  -2.155  21.589
H  -5.248  -3.812  21.976
H  -3.561  -3.228  22.369
H  -7.454  -1.958  23.850
H  -7.159  -3.082  22.471
H  -6.656  -1.364  22.340
H  -5.112  0.094  23.382
C  -5.145  2.011  16.723
C  -4.566  3.216  17.588
C  -3.048  3.049  17.599
C  -4.986  4.587  17.050
C  -6.376  4.996  17.529
C  -6.604  4.845  19.043
C  -6.287  3.369  19.597
C  -6.212  3.480  21.095
C  -7.348  2.452  19.117
N  -4.952  3.048  19.090
O  -4.728  1.676  19.385
H  -4.650  1.951  15.799
H  -5.157  1.094  17.315
H  -6.206  2.263  16.458
H  -2.710  2.008  17.833
H  -2.674  3.387  16.618
H  -2.621  3.743  18.372
H  -4.261  5.289  17.456
H  -4.944  4.596  15.974
H  -6.476  6.004  17.288
H  -7.124  4.456  16.912
H  -7.658  5.135  19.152
H  -5.974  5.567  19.596
H  -7.186  3.830  21.553
H  -5.462  4.184  21.466
H  -6.179  2.510  21.580
H  -7.546  2.566  18.035
H  -8.215  2.727  19.652
H  -7.128  1.403  19.364
H  -3.854  1.548  19.684
N  -3.225  2.872  23.096
C  -2.400  3.876  23.590
N  -1.487  3.325  24.458
O  -2.542  5.079  23.342
H  -2.778  1.970  23.082
H  -3.695  3.122  22.278
H  -0.739  3.923  24.748
H  -1.068  2.382  24.195
N  0.119  4.687  20.668
C  1.312  4.202  20.190
N  1.365  4.189  18.836
O  2.172  3.797  20.937
H  -0.542  5.222  20.089
H  0.002  4.732  21.762
H  0.693  4.704  18.341
H  2.351  4.099  18.504
N  -2.567  6.415  20.843
C  -2.490  6.683  19.544
N  -3.118  7.989  19.272
O  -1.890  5.994  18.671
H  -2.319  5.478  21.148
H  -3.163  6.936  21.483
H  -3.094  8.598  20.106
H  -2.833  8.327  18.388
O  -1.979  -2.282  19.924
C  -2.841  -2.396  18.775
C  -2.769  -1.140  17.923
O  -3.439  -1.215  16.625
H  -2.133  -1.409  20.358
H  -2.433  -3.186  18.141
H  -3.872  -2.640  19.113
H  -1.732  -0.769  17.794
H  -3.372  -0.340  18.433
H  -3.212  -2.048  16.217
O  -2.539  0.111  21.124
C  -1.196  0.603  21.448
C  -0.696  -0.051  22.679
O  -1.427  0.264  23.850
H  -3.084  0.111  21.944
H  -0.631  0.324  20.561
H  -1.208  1.731  21.471
H  0.364  0.215  22.965
H  -0.716  -1.120  22.466
H  -2.286  -0.173  23.786

2.
Below is 10 unconnected molecules or ions with the total composition C34H83BrClFNO18P2S9 at a distorted geometry, with properties calculated with wB97M-V/def2-TZVPD.

## Properties
Lowest unoccupied orbital energy   1.6 eV
E_HOMO   -0.1822 Eh
Total charge   -1
Orbital gap   6.528 eV
E_tot   -276310.904 eV

Geometry (Å):
C  -2.999  5.106  0.990
C  -1.553  4.453  0.463
C  -1.356  3.060  1.302
Cl  -0.825  3.519  3.015
P  -0.199  1.767  0.430
C  -1.793  0.911  -0.221
C  -2.611  1.809  -1.361
O  -3.740  2.484  -1.028
Br  -2.025  1.908  -3.270
P  1.661  2.894  0.571
O  2.239  3.096  2.018
O  2.825  2.056  -0.482
O  1.579  4.519  -0.145
O  0.869  0.501  -0.216
C  1.112  -0.662  0.704
C  2.690  -1.198  0.831
C  3.697  -0.195  1.626
C  0.544  -1.884  -0.286
C  0.757  -1.581  -1.889
O  -0.259  -1.935  -2.725
F  1.956  -1.019  -2.542
C  0.288  -0.383  2.135
C  -1.106  -1.213  2.408
O  -1.972  -0.651  3.459
C  -3.401  -0.884  3.184
N  1.039  -0.348  3.420
C  0.765  0.775  4.351
C  1.382  -1.654  4.048
C  0.402  -2.305  5.239
O  2.496  -2.403  3.809
O  -0.182  1.040  2.028
H  -3.038  5.089  2.177
H  -3.932  4.499  0.627
H  -3.070  6.258  0.698
H  -1.543  4.335  -0.702
H  -0.726  5.210  0.863
H  -2.453  2.601  1.422
H  -0.328  2.510  -0.833
H  -2.546  0.583  0.625
H  -1.521  -0.100  -0.797
H  3.704  2.460  -0.186
H  1.263  4.386  -1.089
H  3.111  -1.266  -0.285
H  2.746  -2.324  1.224
H  3.144  0.664  2.194
H  4.600  0.198  0.950
H  4.230  -0.849  2.471
H  1.107  -2.917  -0.079
H  -0.592  -2.110  -0.151
H  -0.932  -2.355  2.711
H  -1.810  -1.294  1.446
H  -3.755  -0.570  2.112
H  -3.999  -0.179  3.940
H  -3.690  -1.986  3.482
H  1.248  1.825  4.059
H  -0.348  1.001  4.623
H  1.290  0.501  5.390
H  0.252  -3.462  5.112
H  -0.582  -1.695  5.403
H  1.035  -2.175  6.242
C  5.354  4.181  -3.879
S  4.030  4.509  -2.691
O  2.725  4.305  -3.403
C  4.316  6.291  -2.579
H  5.342  3.118  -4.128
H  5.196  4.768  -4.787
H  6.318  4.435  -3.430
H  4.222  6.748  -3.568
H  5.313  6.477  -2.173
H  3.568  6.722  -1.909
C  3.763  -6.306  0.675
S  3.997  -4.582  0.180
O  2.699  -3.867  0.413
C  4.123  -4.913  -1.594
H  3.623  -6.341  1.758
H  2.881  -6.721  0.182
H  4.650  -6.886  0.408
H  3.219  -5.414  -1.947
H  4.998  -5.538  -1.788
H  4.238  -3.961  -2.118
C  2.631  -5.003  9.750
S  1.912  -4.532  8.158
O  1.523  -3.086  8.249
C  0.403  -5.514  8.338
H  3.578  -4.472  9.874
H  1.953  -4.729  10.562
H  2.817  -6.080  9.763
H  -0.137  -5.208  9.237
H  0.661  -6.573  8.396
H  -0.228  -5.344  7.461
C  -0.746  -3.364  -7.591
S  0.878  -3.945  -7.045
O  0.815  -5.441  -6.957
C  0.753  -3.295  -5.362
H  -0.904  -3.693  -8.621
H  -1.527  -3.783  -6.953
H  -0.775  -2.272  -7.553
H  -0.121  -3.719  -4.861
H  0.675  -2.206  -5.396
H  1.655  -3.575  -4.813
C  -6.374  3.838  3.230
S  -4.750  3.257  3.776
O  -4.813  1.761  3.865
C  -4.875  3.907  5.460
H  -6.532  3.509  2.201
H  -7.155  3.419  3.868
H  -6.403  4.930  3.269
H  -5.749  3.483  5.960
H  -4.953  4.996  5.426
H  -3.973  3.627  6.008
C  0.697  8.504  -5.375
S  1.459  9.455  -4.037
O  2.809  8.858  -3.772
C  0.343  8.875  -2.737
H  1.261  8.683  -6.293
H  0.723  7.437  -5.137
H  -0.335  8.833  -5.515
H  0.390  7.786  -2.662
H  -0.678  9.192  -2.964
H  0.656  9.317  -1.788
C  0.576  -8.504  -5.163
S  -1.140  -8.141  -4.719
O  -1.308  -8.471  -3.265
C  -1.869  -9.495  -5.672
H  1.226  -7.796  -4.644
H  0.834  -9.521  -4.859
H  0.706  -8.390  -6.242
H  -1.460  -10.451  -5.337
H  -1.659  -9.349  -6.734
H  -2.950  -9.488  -5.513
C  -10.226  6.440  1.945
S  -9.004  7.275  2.985
O  -7.910  6.290  3.276
C  -10.050  7.376  4.458
H  -9.773  6.238  0.971
H  -10.527  5.496  2.406
H  -11.095  7.088  1.811
H  -10.363  6.375  4.764
H  -10.926  7.993  4.242
H  -9.473  7.837  5.263
C  6.705  -4.463  -6.224
S  5.028  -4.835  -5.658
O  4.849  -4.183  -4.318
C  5.315  -6.598  -5.370
H  6.773  -3.392  -6.429
H  7.429  -4.729  -5.450
H  6.914  -5.020  -7.140
H  6.125  -6.732  -4.649
H  5.569  -7.086  -6.314
H  4.398  -7.039  -4.971

3.
Below is 7 unconnected molecules or ions with the total composition C34H86ClN6O15 at a distorted geometry, with properties calculated with wB97M-V/def2-TZVPD.

## Properties
Lowest unoccupied orbital energy   2.5 eV
Relative energy (zero: lowest compared OMol25 entry of this formula, charge and spin)   67.8 kcal per mole
E_HOMO   -0.2013 Eh
Total charge   -1
Orbital gap   7.951 eV
E_tot   -88812.944 eV

Geometry (Å):
Cl  -1.464  -0.043  0.041
O  -0.154  0.562  0.253
O  -2.473  1.035  0.168
O  -1.517  -0.619  -1.243
O  -1.737  -0.961  1.095
C  2.441  -1.450  4.319
O  1.754  -0.214  4.222
C  0.453  -0.320  3.743
C  -0.215  1.043  3.756
N  0.628  2.151  3.202
C  -0.035  3.422  3.522
C  -1.147  3.714  2.406
O  -0.451  4.307  1.261
C  -1.431  4.677  0.361
H  2.098  -1.984  5.205
H  3.455  -1.173  4.609
H  2.276  -2.047  3.422
H  -0.132  -1.083  4.256
H  0.510  -0.638  2.702
H  -0.484  1.269  4.788
H  -1.176  0.978  3.247
H  0.431  2.034  2.219
H  0.707  4.209  3.382
H  -0.385  3.614  4.536
H  -1.809  4.476  2.817
H  -1.767  2.832  2.242
H  -2.133  3.884  0.105
H  -0.894  4.827  -0.576
H  -1.840  5.641  0.662
C  2.872  4.525  -3.658
O  1.744  3.699  -3.453
C  0.946  3.825  -2.275
C  -0.178  2.707  -2.395
N  -1.088  3.127  -3.440
C  -2.121  2.145  -3.632
C  -3.047  2.542  -4.798
O  -2.157  2.486  -5.931
C  -2.767  2.727  -7.205
H  2.563  5.563  -3.538
H  3.330  4.354  -4.632
H  3.614  4.256  -2.906
H  0.459  4.800  -2.256
H  1.513  3.767  -1.346
H  -0.736  2.667  -1.459
H  0.263  1.717  -2.510
H  -0.641  3.229  -4.340
H  -2.639  1.873  -2.713
H  -1.549  1.230  -3.784
H  -3.525  3.515  -4.688
H  -3.822  1.777  -4.762
H  -2.352  3.669  -7.564
H  -3.854  2.649  -7.211
H  -2.288  1.993  -7.852
C  1.981  -5.922  1.643
O  1.948  -4.822  2.515
C  0.627  -4.586  3.111
C  -0.468  -3.983  2.210
N  -1.344  -4.992  1.514
C  -2.071  -4.402  0.392
C  -1.243  -4.271  -0.840
O  -0.608  -5.440  -1.279
C  0.529  -5.349  -2.107
H  1.553  -5.792  0.649
H  1.548  -6.764  2.183
H  3.024  -6.213  1.518
H  0.854  -3.819  3.851
H  0.260  -5.464  3.643
H  -0.078  -3.308  1.448
H  -1.094  -3.292  2.773
H  -0.763  -5.739  1.163
H  -2.614  -3.493  0.654
H  -2.881  -5.077  0.115
H  -0.514  -3.464  -0.766
H  -1.881  -4.002  -1.681
H  0.532  -6.285  -2.666
H  1.491  -5.236  -1.606
H  0.432  -4.628  -2.919
C  8.485  -0.586  0.487
O  7.173  -1.097  0.561
C  6.566  -0.905  1.810
C  5.415  -1.810  1.987
N  4.377  -1.390  1.032
C  3.509  -2.502  0.666
C  2.401  -2.019  -0.284
O  2.940  -1.627  -1.562
C  1.964  -1.231  -2.504
H  9.144  -0.857  1.312
H  8.491  0.484  0.277
H  8.954  -0.989  -0.410
H  6.321  0.137  2.016
H  7.274  -1.111  2.612
H  5.048  -1.558  2.982
H  5.789  -2.829  1.889
H  5.064  -1.158  0.329
H  3.026  -2.901  1.559
H  4.164  -3.311  0.344
H  1.894  -1.146  0.126
H  1.721  -2.848  -0.480
H  1.350  -0.397  -2.166
H  1.320  -1.994  -2.942
H  2.511  -0.825  -3.355
C  -5.710  -4.402  0.117
O  -6.062  -3.372  -0.834
C  -5.067  -2.659  -1.496
C  -5.650  -1.711  -2.516
N  -6.508  -0.556  -2.088
C  -5.866  0.333  -1.094
C  -6.595  1.605  -0.751
O  -7.765  1.228  0.042
C  -8.476  2.394  0.502
H  -6.571  -4.953  0.497
H  -5.344  -3.920  1.023
H  -4.994  -5.112  -0.298
H  -4.420  -3.377  -2.001
H  -4.416  -2.234  -0.732
H  -6.175  -2.268  -3.292
H  -4.779  -1.249  -2.982
H  -7.197  -1.087  -1.575
H  -4.824  0.500  -1.368
H  -5.715  -0.215  -0.164
H  -6.898  2.045  -1.701
H  -5.851  2.258  -0.294
H  -7.796  3.064  1.028
H  -9.246  2.112  1.220
H  -8.901  2.937  -0.341
C  3.649  1.890  -0.507
C  3.734  2.176  1.022
C  3.257  3.604  1.453
O  3.367  3.632  2.937
C  3.523  4.900  3.535
N  3.040  1.147  1.757
H  4.110  0.961  -0.845
H  4.145  2.734  -0.984
H  2.596  1.864  -0.786
H  4.778  2.166  1.335
H  2.209  3.727  1.179
H  3.748  4.446  0.966
H  2.610  5.476  3.383
H  4.264  5.616  3.179
H  3.670  4.882  4.615
H  3.663  0.383  1.537
H  2.293  0.862  1.140